C6H9 | ωB97M-V/def2-TZVPD

```
15
Properties=species:S:1:pos:R:3:forces:R:3
C 2.509343 0.714690 0.536123 0.07 -1.24 -1.91
C 1.119171 1.010475 0.984174 0.13 0.18 0.14
C 0.212304 0.615230 0.043437 -0.26 -0.06 -0.19
C -1.051091 0.086436 0.180494 0.31 0.66 -0.11
C -1.507902 -0.658989 -0.944258 -0.76 -0.36 0.23
C -2.585050 -1.440173 -0.738559 -0.16 0.15 -0.66
H 2.273451 -0.099988 -0.265575 1.38 1.21 1.40
H 2.967038 1.537574 -0.038007 0.13 -0.08 0.46
H 3.217850 0.282030 1.252592 -0.31 0.37 0.02
H 0.829716 1.380202 1.961343 0.15 -0.23 0.03
H 0.623214 0.465180 -0.967484 -0.10 0.00 0.46
H -1.608308 0.120564 1.133719 0.32 -0.15 -0.69
H -0.926423 -0.618690 -1.889472 -0.61 -0.02 0.71
H -3.089728 -2.007678 -1.513964 0.16 -0.10 0.23
H -2.983584 -1.386864 0.265438 -0.43 -0.34 -0.13
```
Positions in Å, forces in eV/Å.

Output
- E_LUMO (spin up / spin down) (eV) = 1.251 / -0.194
- E_HOMO (spin up / spin down) (eV) = -6.95 / -8.97
- 2S+1 = 2
- M (g mol⁻¹) = 81.14
- HOMO-LUMO gap (spin up / spin down) (eV) = 8.199 / 8.775
- calculated total energy (eV) = -6364.889
- relative energy (zero: lowest compared OMol25 entry of this formula, charge and spin) (eV) = 0.000
- net charge = 0

C6H9BrO | ωB97M-V/def2-TZVPD

```
17
Properties=species:S:1:pos:R:3:forces:R:3
C 1.712206 -3.075792 1.549819 0.66 1.46 -1.14
C -1.959752 0.708566 -0.835674 -1.45 -1.57 -0.25
C -0.902373 0.634058 -0.118895 -0.85 -0.86 1.43
C 1.735267 -1.855836 1.041184 0.17 -4.25 -3.98
C -2.126573 1.498334 -2.063488 0.25 2.66 -1.39
C 0.952303 1.619805 0.927821 3.16 -1.81 -1.36
O 0.306061 0.772536 0.119415 2.37 0.41 0.25
Br 1.875577 -1.747631 -0.926137 0.01 0.16 0.98
H 1.882658 -3.964774 0.948412 -0.30 0.11 0.46
H 1.736675 -2.976328 2.587184 -0.20 -1.01 1.84
H -2.846242 0.201832 -0.402015 0.46 0.30 -0.45
H -1.239338 1.625204 -2.758428 -0.81 -0.53 1.05
H -3.021385 1.406435 -2.714521 0.45 -0.64 0.76
H -2.249415 2.479090 -1.566482 -0.09 0.29 -0.97
H 0.449324 2.246421 1.523955 -2.23 2.12 1.86
H 2.017326 1.397142 1.199020 -1.35 -0.18 -0.85
H 1.677680 -0.969063 1.488832 -0.26 3.34 1.77
```
Positions in Å, forces in eV/Å.

Output
- E_LUMO (spin up / spin down) (eV) = 0.412 / 0.693
- E_HOMO (spin up / spin down) (eV) = -7.34 / -7.89
- 2S+1 = 1
- M (g mol⁻¹) = 177.04
- HOMO-LUMO gap (spin up / spin down) (eV) = 7.748 / 8.585
- calculated total energy (eV) = -78450.720
- relative energy (zero: lowest compared OMol25 entry of this formula, charge and spin) (eV) = 5.916
- net charge = 0

C6H9BrO | ωB97M-V/def2-TZVPD

```
17
Properties=species:S:1:pos:R:3:forces:R:3
C -1.329004 -0.579943 1.517975 -0.91 0.47 -1.67
C -0.674807 -0.553576 0.335695 -2.33 0.58 0.71
C -1.257118 -0.209595 -0.996022 1.09 0.80 0.07
C 0.754256 -0.581812 0.331165 2.78 1.53 0.92
C 1.410804 0.804979 0.122365 1.35 -0.41 -0.77
O 0.663088 1.838951 0.486752 -2.89 1.62 1.22
C 2.654475 1.166223 -0.340589 -1.88 -1.85 1.05
Br 4.056618 -0.119312 -0.421047 -0.35 0.29 -0.30
H -2.432673 -0.531678 1.555363 0.72 0.02 0.02
H -0.790250 -0.494570 2.437380 0.22 -0.51 0.49
H -0.807383 -0.841239 -1.745730 0.14 -0.40 -0.37
H -0.711615 0.839973 -1.211297 -2.30 -1.87 0.08
H -2.337075 -0.421055 -1.011742 0.27 1.17 -0.27
H 1.184368 -1.275859 -0.342174 0.42 -0.79 -0.73
H 1.012377 -0.845173 1.333396 0.83 -0.53 0.70
H -0.280093 1.671018 0.867674 2.49 -0.39 -1.11
H 2.907760 2.202785 -0.382094 0.34 0.28 -0.04
```
Positions in Å, forces in eV/Å.

Output
- E_LUMO (eV) = 0.655
- E_HOMO (eV) = -8.28
- 2S+1 = 1
- M (g mol⁻¹) = 177.04
- structure (SMILES) = C=C(C)C/C(O)=C\Br
- HOMO-LUMO gap (eV) = 8.931
- calculated total energy (eV) = -78455.691
- relative energy (zero: lowest compared OMol25 entry of this formula, charge and spin) (eV) = 0.945
- net charge = 0

C6H9Cl2GdO3PTi | ωB97M-V/def2-TZVPD

```
23
Properties=species:S:1:pos:R:3:forces:R:3
Gd -2.076710 2.851358 -2.278899 5.47 -1.85 -4.08
Ti -0.768592 -0.630824 -0.486545 -0.55 3.51 -3.10
Cl -1.517764 1.662698 0.114062 0.75 -2.26 -0.11
Cl -1.067507 -0.919897 -2.688678 0.24 0.01 2.14
C -1.457442 -2.219369 0.623760 -3.90 -6.55 5.08
C -3.354694 4.142300 -1.226068 -9.18 6.22 7.14
C -4.235225 1.947840 -2.275440 -8.83 -2.62 1.27
O -1.972213 -3.045382 1.271844 3.15 4.83 -3.86
O -4.152453 4.667071 -0.526102 5.15 -2.81 -4.19
O -5.339359 1.562603 -2.124256 6.77 2.13 -1.11
C 2.191332 -2.371212 1.170699 -1.14 -0.68 -0.41
P 1.260230 -0.895432 0.681208 3.41 -0.73 1.55
C 1.686841 0.358772 1.923870 -1.48 0.26 0.28
C 1.981741 -0.315820 -0.882568 -0.43 0.03 -0.56
H 1.747819 -2.762218 2.089544 0.19 -0.04 0.11
H 3.241234 -2.104836 1.323840 -0.02 0.25 -0.01
H 2.096711 -3.127969 0.383372 0.20 -0.03 0.15
H 2.728933 0.655728 1.791565 0.14 -0.18 -0.22
H 1.024222 1.218365 1.803600 0.26 0.19 0.22
H 1.528507 -0.068974 2.917628 0.05 0.03 0.00
H 2.574524 0.582660 -0.660296 -0.29 -0.02 -0.13
H 2.642279 -1.119216 -1.269427 -0.52 0.24 -0.05
H 1.237585 -0.068247 -1.676713 0.55 0.09 -0.13
```
Positions in Å, forces in eV/Å.

Output
- E_LUMO (spin up / spin down) (eV) = -17.950 / -17.932
- E_HOMO (spin up / spin down) (eV) = -22.24 / -25.67
- 2S+1 = 9
- M (g mol⁻¹) = 436.13
- HOMO-LUMO gap (spin up / spin down) (eV) = 4.292 / 7.742
- calculated total energy (eV) = -90744.744
- relative energy (zero: lowest compared OMol25 entry of this formula, charge and spin) (eV) = 0.390
- net charge = +4

C6H9ClN4 | ωB97M-V/def2-TZVPD

```
20
Properties=species:S:1:pos:R:3:forces:R:3
C 0.395840 0.244963 -2.283571 0.03 -0.18 -0.11
C -0.355750 1.676029 -0.599678 0.37 1.93 0.70
C -0.968115 0.242511 1.865310 -0.08 -0.06 0.25
C -0.553276 -0.967906 -0.362265 -0.60 -0.90 0.46
C -0.003488 -0.359892 0.893552 0.21 -0.51 0.50
C 1.397815 -0.451113 1.230124 0.54 -0.20 -0.14
N -1.243667 1.659035 0.199037 0.76 -1.14 -0.43
N -1.686656 1.348314 1.286035 -1.49 0.70 0.63
N 0.222755 -0.863950 -1.578502 0.20 0.21 -0.08
N 0.047485 1.448014 -1.860701 -0.20 -0.56 -1.36
Cl -0.512690 -2.684955 0.282575 -0.03 1.07 -0.43
H 0.905837 0.164433 -3.238971 -0.06 0.03 0.04
H -1.704026 -0.494642 2.227186 0.24 -0.21 -0.10
H -0.474716 0.619098 2.772381 0.08 -0.05 -0.18
H -1.610379 -0.737955 -0.549292 0.26 -0.05 0.15
H 1.517558 -0.954659 2.203942 -0.16 -0.04 0.05
H 1.816529 0.539081 1.461653 -0.19 0.11 -0.06
H 2.015537 -0.947623 0.485122 -0.02 -0.04 0.02
H 0.545762 -1.739540 -1.982325 0.03 0.09 -0.04
H 0.247644 2.260757 -2.451612 0.12 -0.20 0.12
```
Positions in Å, forces in eV/Å.

Output
- E_LUMO (eV) = -10.966
- E_HOMO (eV) = -17.24
- 2S+1 = 1
- M (g mol⁻¹) = 172.62
- HOMO-LUMO gap (eV) = 6.279
- calculated total energy (eV) = -24827.205
- relative energy (zero: lowest compared OMol25 entry of this formula, charge and spin) (eV) = 5.119
- net charge = +2

C6H9ClO | ωB97M-V/def2-TZVPD

```
17
Properties=species:S:1:pos:R:3:forces:R:3
C -2.141979 1.289397 0.228718 1.73 -1.97 4.46
C -1.213452 0.049292 -0.092352 -0.27 -0.30 2.16
Cl -2.426565 -1.417508 -0.382214 1.66 1.33 -0.25
C 0.147146 0.040611 -0.807343 -0.40 -1.84 -1.05
C 1.699562 0.385815 -0.854663 -1.28 1.46 1.72
O 2.196214 -0.790135 -0.230508 1.12 0.20 -0.74
C 1.238880 -1.407991 0.658395 0.70 -0.09 0.47
C 0.176897 -0.334245 0.680999 -1.32 2.49 1.58
H -2.842688 1.179063 1.275007 2.08 -0.07 -3.06
H -2.780353 1.406007 -0.599045 -0.48 0.82 -1.01
H -1.321436 1.996803 0.485698 -1.23 0.54 -0.63
H -0.077623 -0.861290 -1.525730 1.22 1.16 1.57
H 2.184827 0.460325 -1.830122 -0.16 0.31 0.25
H 1.833656 1.254169 -0.078006 0.18 -1.00 -2.16
H 0.800885 -2.205410 0.050212 0.33 -0.78 0.91
H 1.957471 -1.673421 1.574038 -2.42 0.28 -1.60
H 0.568564 0.628526 1.446923 -1.44 -2.54 -2.59
```
Positions in Å, forces in eV/Å.

Output
- E_LUMO (eV) = 0.595
- E_HOMO (eV) = -9.48
- 2S+1 = 1
- M (g mol⁻¹) = 132.59
- structure (SMILES) = CC1(Cl)[C@H]2COC[C@@H]21
- HOMO-LUMO gap (eV) = 10.079
- calculated total energy (eV) = -20931.800
- relative energy (zero: lowest compared OMol25 entry of this formula, charge and spin) (eV) = 5.852
- net charge = 0

C6H9ClO | ωB97M-V/def2-TZVPD

```
17
Properties=species:S:1:pos:R:3:forces:R:3
C -1.613825 -1.905381 -0.870215 -1.62 -2.19 -0.85
C -0.880888 -0.912449 -0.457409 0.55 0.26 2.02
C -0.164029 -0.538642 0.744925 -0.26 0.72 -2.16
C 0.310153 -0.586896 1.951510 1.58 1.32 1.16
C 0.017121 0.286365 -0.489678 -0.96 0.08 -1.60
C -0.676077 1.690577 -0.705397 1.13 -2.48 3.60
O -0.274773 2.564761 0.368040 -2.26 -0.84 -0.83
H -1.921446 -2.743379 -0.198403 0.44 1.03 -0.16
H -2.030011 -2.111829 -1.872290 0.59 0.73 0.30
H -0.079436 -1.138906 2.765487 -0.30 -0.95 0.42
H 1.163007 0.089001 2.212591 -0.97 -0.44 -0.18
H 0.854551 0.115792 -1.150001 0.59 0.13 0.14
H -1.699840 1.491017 -0.592306 -1.52 0.18 0.03
H -0.442841 1.985182 -1.672008 0.43 1.12 -1.72
H 0.540067 2.835187 0.043868 2.64 1.31 -0.21
Cl 3.944444 -0.173135 -0.224083 -0.68 -0.51 0.24
H 2.953818 -0.947273 0.145373 0.60 0.51 -0.20
```
Positions in Å, forces in eV/Å.

Output
- E_LUMO (eV) = 0.449
- E_HOMO (eV) = -9.35
- 2S+1 = 1
- M (g mol⁻¹) = 132.59
- structure (SMILES) = C=C1C(=C)C1CO.Cl
- HOMO-LUMO gap (eV) = 9.799
- calculated total energy (eV) = -20933.974
- relative energy (zero: lowest compared OMol25 entry of this formula, charge and spin) (eV) = 3.678
- net charge = 0

C6H9ClO2S2 | ωB97M-V/def2-TZVPD

```
20
Properties=species:S:1:pos:R:3:forces:R:3
C 0.254819 -1.118948 1.091632 -0.80 -2.75 0.59
C -0.414144 -0.067793 1.610693 -0.91 -0.55 0.14
C 1.181046 -0.813226 0.093883 1.61 2.31 -1.23
C 1.186672 0.514664 -0.222655 -1.33 0.52 1.73
C -1.462230 -0.103821 2.661035 1.52 0.73 2.86
C 1.997284 1.330090 -1.155383 0.94 -0.28 0.71
O -1.497350 0.940265 -3.266837 -0.56 0.40 -0.55
O -2.036855 -0.579025 -1.474560 -1.81 4.95 -4.28
S -0.060042 1.332573 0.773185 1.64 1.05 -0.80
S -0.875555 0.345587 -2.139918 -0.12 -1.83 0.06
Cl 0.227443 -1.384233 -2.887049 -0.06 0.34 -0.14
H -0.057242 -2.166039 1.297620 0.61 0.81 0.39
H 2.020647 -1.296333 -0.389608 -0.54 -1.18 0.26
H -1.842902 -1.204279 -0.887035 1.99 -4.07 3.98
H -1.466010 0.833929 3.350279 0.49 -1.58 -1.04
H -1.304765 -1.013023 3.301453 -0.22 0.91 -0.49
H -2.439486 -0.101551 2.320439 -1.97 -0.29 -1.10
H 2.874492 0.721086 -1.492232 -0.70 0.69 0.11
H 2.340273 2.225710 -0.582433 -0.08 -0.51 -0.88
H 1.373904 1.604368 -2.002510 0.28 0.34 -0.29
```
Positions in Å, forces in eV/Å.

Output
- E_LUMO (eV) = -0.046
- E_HOMO (eV) = -8.69
- 2S+1 = 1
- M (g mol⁻¹) = 212.72
- HOMO-LUMO gap (eV) = 8.648
- calculated total energy (eV) = -44654.288
- relative energy (zero: lowest compared OMol25 entry of this formula, charge and spin) (eV) = 0.000
- net charge = 0